Entry 1:
{"formula": "C19H16Br2N2O4S3Sn", "method": "ωB97M-V/def2-TZVPD", "elements": ["Sn", "Br", "Br", "S", "S", "S", "O", "O", "O", "O", "N", "N", "C", "C", "C", "C", "C", "C", "C", "C", "C", "C", "C", "C", "C", "C", "C", "C", "C", "C", "C", "H", "H", "H", "H", "H", "H", "H", "H", "H", "H", "H", "H", "H", "H", "H", "H"], "coordinates": [[0.833, 1.489, 1.354], [1.994, -4.343, -2.741], [4.987, 0.173, -1.597], [0.839, -1.553, 4.942], [2.256, 0.726, 6.162], [-1.199, 2.548, -0.872], [-1.538, 3.902, -1.157], [0.277, 2.404, -0.530], [-1.983, 1.896, 0.164], [2.532, 0.759, 0.341], [-0.157, 0.039, 6.847], [0.194, -0.578, 0.504], [3.392, -0.819, -1.273], [-2.795, 0.830, -4.157], [-0.374, -2.856, -0.965], [1.173, -1.105, -0.284], [1.512, 1.618, 7.554], [-1.652, 0.298, -4.796], [0.953, -2.285, -0.987], [2.449, -0.346, -0.377], [3.173, -2.021, -1.974], [-0.248, 1.110, -3.036], [-1.814, -0.299, -6.141], [0.853, -0.298, 6.012], [-1.361, 1.596, -2.381], [2.053, -2.779, -1.794], [-1.360, -2.216, -0.264], [-0.012, 1.412, 7.389], [-1.017, -1.076, 0.452], [-0.412, 0.411, -4.220], [-2.641, 1.466, -2.919], [-3.534, 1.842, -2.391], [-2.802, -0.767, -6.289], [-1.068, -0.383, 6.653], [-2.395, -2.639, -0.170], [-0.562, -3.733, -1.597], [-0.517, 2.105, 6.712], [-3.766, 0.733, -4.628], [0.458, -0.018, -4.696], [1.739, 2.673, 7.530], [1.874, 1.148, 8.502], [-1.765, -0.645, 1.035], [-1.096, -1.114, -6.311], [4.024, -2.446, -2.486], [0.715, 1.223, -2.568], [-1.644, 0.453, -6.910], [-0.567, 1.462, 8.359]], "mulliken_charge": [0.95, -0.20, -0.15, -0.30, -0.08, 1.36, -0.63, -0.73, -0.66, -0.84, -0.26, -0.34, -0.26, -0.73, -0.47, 0.24, -0.47, 0.95, 0.85, 0.86, -0.53, -0.29, -1.44, 0.16, 0.34, -0.08, -0.80, -0.52, -0.33, -0.77, -0.83, 0.36, 0.37, 0.26, 0.36, 0.36, 0.28, 0.38, 0.40, 0.37, 0.29, 0.59, 0.36, 0.45, 0.62, 0.29, 0.28], "gap_ha": 0.274, "homo_energy_ev": -8.14, "fmax_ha_per_bohr": 0.035, "de_lowest_kj_mol": 0.0, "e_tot_ev": -209556.7576}

=====

Entry 2:
{"formula": "C42H77Cl14N7", "method": "ωB97M-V/def2-TZVPD", "elements": ["Cl", "Cl", "Cl", "Cl", "Cl", "Cl", "Cl", "Cl", "Cl", "Cl", "Cl", "Cl", "Cl", "Cl", "N", "N", "N", "N", "N", "N", "N", "C", "C", "C", "C", "C", "C", "C", "C", "C", "C", "C", "C", "C", "C", "C", "C", "C", "C", "C", "C", "C", "C", "C", "C", "C", "C", "C", "C", "C", "C", "C", "C", "C", "C", "C", "C", "C", "C", "C", "C", "C", "C", "H", "H", "H", "H", "H", "H", "H", "H", "H", "H", "H", "H", "H", "H", "H", "H", "H", "H", "H", "H", "H", "H", "H", "H", "H", "H", "H", "H", "H", "H", "H", "H", "H", "H", "H", "H", "H", "H", "H", "H", "H", "H", "H", "H", "H", "H", "H", "H", "H", "H", "H", "H", "H", "H", "H", "H", "H", "H", "H", "H", "H", "H", "H", "H", "H", "H", "H", "H", "H", "H", "H", "H", "H", "H", "H", "H", "H"], "coordinates": [[-5.088, 0.518, -0.033], [-3.959, 4.498, 2.756], [-1.467, 1.152, 3.366], [-2.266, 2.159, 6.513], [-0.907, 6.118, -3.899], [-7.301, -3.041, 1.826], [1.645, 6.336, -1.977], [-2.360, -2.978, 3.843], [-0.227, -1.621, 6.068], [-2.375, 2.918, -0.888], [-3.327, -0.341, -3.786], [-7.489, 1.968, -1.812], [-5.575, -4.037, -0.592], [-2.199, -2.169, -6.194], [1.566, 7.235, 5.607], [0.883, 2.528, 0.387], [4.465, -0.867, -0.056], [1.535, -2.849, 1.371], [4.471, 2.286, -5.379], [1.436, -1.779, -2.388], [-3.215, -7.264, -2.722], [-5.762, -3.860, 2.124], [3.617, -5.792, 1.068], [3.839, 3.948, -3.381], [4.668, -0.488, 1.054], [-4.737, -3.537, 0.950], [-6.667, 0.463, -2.305], [4.233, 2.627, -1.229], [4.616, -0.698, -3.881], [4.909, 0.090, 2.367], [3.232, 3.296, -2.121], [-3.543, 4.362, 1.044], [-1.647, -6.130, -0.922], [-6.285, -0.312, -0.998], [3.719, 0.933, 2.837], [-0.522, -5.317, -1.594], [-1.569, -0.388, -4.263], [-0.269, 4.805, 3.489], [4.840, -2.113, -4.479], [-1.344, -0.267, -0.135], [-0.988, -4.444, -2.719], [3.009, -3.901, -0.527], [4.133, -4.800, -0.004], [-1.431, -0.588, -5.748], [-1.110, 6.032, -2.100], [-1.707, -1.748, -0.179], [0.057, 0.026, 0.503], [-2.781, 0.495, 4.426], [0.155, -2.244, 4.419], [0.522, 1.445, 0.464], [3.121, -0.289, -3.736], [4.196, 3.032, -4.515], [-2.733, 3.104, 0.858], [0.158, 5.483, -1.427], [1.045, 5.184, 2.723], [-3.431, 1.530, 5.292], [2.161, -3.293, 0.553], [1.387, 6.660, 3.037], [2.199, -1.113, -3.003], [-0.666, -3.502, 4.036], [1.499, 6.994, 4.470], [2.446, 0.101, 3.110], [-2.510, -6.779, -1.933], [3.367, 1.731, 2.183], [-5.831, 0.644, -2.981], [-0.405, -0.590, -6.115], [2.536, -0.582, 3.955], [0.318, 4.437, -1.689], [3.199, -5.306, 1.950], [0.210, 5.458, -0.338], [2.789, 4.156, -1.619], [-2.142, 0.420, 0.150], [-3.835, -4.149, 0.945], [-4.482, 4.423, 0.494], [1.203, -2.486, 4.240], [-0.275, -3.902, 3.100], [-1.774, 3.125, 1.378], [4.277, -2.246, -5.402], [-1.098, -1.232, -3.759], [-3.833, 2.440, 4.847], [5.913, -2.191, -4.653], [-2.253, -1.930, 0.747], [-0.310, 5.064, 4.546], [4.734, 4.481, -3.059], [2.784, -0.129, -4.760], [1.655, 0.777, 3.437], [4.653, -2.956, -3.814], [-0.836, -2.400, -0.233], [0.061, -4.726, -0.887], [-2.394, -0.287, 5.080], [5.084, -0.729, 3.065], [0.211, -6.072, -1.877], [-2.968, 5.249, 0.781], [5.744, 0.771, 2.206], [-2.283, -5.399, -0.423], [4.686, 1.785, -1.752], [2.181, -0.527, 2.259], [-5.883, -1.278, -1.303], [-1.406, -5.017, -3.547], [-1.987, 0.182, -6.282], [-0.180, -3.842, -3.136], [-2.401, -1.868, -1.011], [-3.282, 2.229, 1.205], [0.809, -0.567, -0.017], [4.495, -6.405, 1.268], [-0.371, 3.720, 3.507], [4.059, 1.365, 3.779], [4.839, -4.137, 0.495], [2.812, -6.414, 0.677], [-1.984, 5.446, -1.814], [-5.374, -3.619, 3.113], [-5.983, -4.927, 2.095], [-1.810, -3.777, -2.461], [-1.134, 5.264, 3.010], [0.074, -0.249, 1.558], [-7.199, -0.464, -0.424], [5.026, 3.244, -0.806], [2.366, 2.653, -2.277], [2.319, 6.983, 2.574], [5.164, 0.082, -4.410], [5.118, -0.604, -2.918], [-4.217, 1.021, 5.851], [0.896, 5.057, 1.651], [2.332, -4.334, -1.264], [3.418, -3.047, -1.065], [3.653, 2.223, -0.399], [-7.377, -0.098, -2.914], [0.515, 7.237, 2.728], [-4.451, -2.494, 0.816], [-0.509, -4.289, 4.774], [3.120, 0.664, -3.207], [3.130, 4.588, -3.906], [-1.354, 7.053, -1.808], [4.642, -5.354, -0.793], [-1.114, 0.543, -3.926], [-1.259, 0.036, -1.178], [-0.026, -1.451, 3.693], [1.908, 4.582, 3.008], [-3.383, 0.013, 3.657], [-1.198, -6.848, -0.235]], "mulliken_charge": [0.03, -0.19, 0.14, -0.20, -0.21, -0.18, -0.23, -0.11, -0.18, -0.20, -0.09, -0.21, -0.20, -0.20, -0.47, 0.09, -0.44, 0.21, -0.58, -0.20, -0.53, -0.39, -1.14, -0.74, 0.19, 0.24, -0.31, -0.73, -0.54, -0.50, 0.25, -0.55, 0.50, -0.49, -0.41, 0.17, -0.08, -0.77, -1.32, 0.61, -1.11, 0.28, -0.70, -0.50, -0.27, 0.23, 3.36, -0.47, 0.58, -1.08, 0.70, 0.24, 0.75, 0.61, 0.70, -0.30, -0.28, -0.55, 0.12, -0.32, 0.13, -0.32, 0.15, 0.12, 0.12, 0.34, 0.55, 0.11, 0.29, -0.38, 0.05, -0.59, 0.10, 0.44, 0.40, -0.01, -0.43, 0.33, -0.13, 0.08, 0.43, -0.19, 0.51, 0.39, 0.53, 0.15, 0.23, -0.50, -0.45, 0.06, 0.34, 0.46, 0.30, 0.32, -0.55, 0.25, -0.39, 0.08, 0.58, 0.37, 0.09, 0.36, -0.03, -0.40, 0.42, -0.20, 0.40, 0.26, 0.25, 0.16, 0.27, 0.37, 0.17, 0.24, -1.87, 0.34, 0.48, 0.14, 0.42, 0.57, 0.18, 0.38, -0.55, 0.36, -0.30, -0.15, 0.39, 0.27, -0.20, 0.43, -1.01, 0.33, 0.39, 0.44, 0.27, -0.07, -0.85, 0.22, 0.26, 0.45], "gap_ha": 0.399, "homo_energy_ev": -10.69, "fmax_ha_per_bohr": 0.100, "de_lowest_kj_mol": 0.0, "e_tot_ev": -230547.4826}

=====

Entry 3:
{"formula": "C2H58FeO34", "method": "ωB97M-V/def2-TZVPD", "elements": ["Fe", "O", "O", "O", "O", "O", "O", "O", "O", "O", "O", "O", "O", "O", "O", "O", "O", "O", "O", "O", "O", "O", "O", "O", "O", "O", "O", "O", "O", "O", "O", "O", "O", "O", "O", "C", "C", "H", "H", "H", "H", "H", "H", "H", "H", "H", "H", "H", "H", "H", "H", "H", "H", "H", "H", "H", "H", "H", "H", "H", "H", "H", "H", "H", "H", "H", "H", "H", "H", "H", "H", "H", "H", "H", "H", "H", "H", "H", "H", "H", "H", "H", "H", "H", "H", "H", "H", "H", "H", "H", "H", "H", "H", "H", "H"], "coordinates": [[13.449, -8.940, 12.405], [17.015, -1.420, 13.464], [9.892, -1.311, 13.478], [14.785, -10.242, 11.284], [11.723, -3.286, 12.084], [8.824, -3.609, 10.742], [11.506, -8.997, 13.200], [16.725, -5.036, 13.977], [10.379, -7.036, 14.861], [14.352, -5.368, 12.402], [16.674, -9.694, 8.733], [12.325, -4.616, 9.449], [12.528, -8.552, 10.639], [12.819, -3.760, 15.737], [14.966, -7.550, 12.091], [13.974, -8.160, 8.451], [17.531, -10.948, 12.524], [13.084, -6.913, 13.004], [10.447, -6.925, 11.457], [7.759, -3.752, 15.834], [12.989, -11.085, 12.055], [10.631, -4.346, 14.140], [18.442, -1.943, 10.919], [15.062, -5.782, 9.484], [14.963, -5.597, 16.549], [15.413, -7.957, 15.608], [14.287, -2.061, 13.656], [14.278, -12.305, 10.613], [14.301, -9.592, 14.083], [14.447, 0.789, 14.286], [18.915, -5.707, 11.414], [16.746, -4.104, 11.229], [20.665, -3.626, 11.646], [18.031, -7.487, 14.532], [17.771, -8.637, 11.105], [14.194, -6.653, 12.494], [14.033, -11.232, 11.289], [15.213, -6.680, 9.306], [18.459, -9.091, 11.599], [9.506, -2.920, 10.876], [8.005, -3.738, 16.783], [14.020, -1.133, 13.838], [9.461, -6.883, 15.105], [13.583, -8.026, 7.573], [9.872, -6.353, 10.976], [15.876, -5.381, 9.702], [17.576, -1.444, 12.675], [11.228, -9.928, 13.182], [16.570, -10.955, 12.447], [14.842, -8.978, 14.762], [9.800, -7.296, 12.045], [18.690, -1.046, 10.616], [21.562, -3.268, 11.825], [11.857, -3.960, 11.350], [12.590, -3.103, 12.446], [15.081, 1.297, 13.779], [18.991, -5.778, 12.394], [17.730, -11.072, 13.479], [13.260, -4.935, 9.378], [17.879, -6.536, 14.566], [18.559, -6.579, 11.155], [16.727, -4.348, 13.289], [17.037, -3.272, 10.827], [10.614, -6.127, 14.487], [16.895, -8.758, 11.456], [14.131, -5.064, 16.409], [13.355, -3.265, 15.059], [15.149, -12.209, 10.177], [16.927, -9.412, 7.882], [17.095, -9.120, 9.327], [13.085, -8.121, 9.942], [11.040, -8.528, 13.943], [20.696, -4.469, 11.184], [19.233, -2.355, 11.330], [14.655, 0.993, 15.196], [15.916, -4.807, 14.515], [9.658, -4.232, 14.105], [15.203, -1.845, 13.367], [17.528, -1.862, 14.160], [11.748, -7.965, 10.911], [17.548, -4.686, 11.329], [10.791, -1.614, 13.274], [15.251, -5.495, 17.473], [15.047, -7.128, 16.001], [6.831, -4.001, 15.858], [16.369, -7.894, 15.631], [17.415, -7.820, 13.861], [8.083, -2.953, 10.748], [12.147, -4.110, 8.647], [11.011, -4.091, 13.241], [9.570, -2.071, 13.984], [15.164, -5.207, 11.864], [14.415, -9.016, 8.369], [11.959, -4.028, 15.339], [14.396, -10.541, 14.170]], "mulliken_charge": [1.14, -0.64, -0.63, -0.42, -0.49, -0.60, -0.37, -0.44, -0.65, 0.72, -0.56, -0.57, -0.63, -0.71, -0.40, -0.55, -0.57, -0.86, -0.49, -0.57, -0.65, -0.63, -0.62, -0.51, -0.62, -0.66, -0.53, -0.50, -0.49, -0.62, -0.77, -0.59, -0.61, -0.78, -0.68, 1.60, 0.66, 0.22, 0.25, 0.31, 0.31, 0.33, 0.28, 0.23, 0.22, 0.27, 0.33, 0.31, 0.22, 0.29, 0.20, 0.28, 0.26, 0.20, 0.20, 0.30, 0.37, 0.29, 0.31, 0.37, 0.26, 0.16, 0.25, 0.39, 0.16, 0.39, 0.31, 0.39, 0.30, 0.26, 0.45, 0.25, 0.33, 0.36, 0.30, 0.19, 0.20, 0.17, 0.29, 0.44, 0.34, 0.31, 0.26, 0.37, 0.29, 0.32, 0.32, 0.31, 0.26, 0.39, 0.32, -0.26, 0.24, 0.37, 0.28], "gap_ha": [0.391, 0.333], "homo_energy_ev": [-12.62, -12.62], "fmax_ha_per_bohr": 0.080, "charge": 1, "e_tot_ev": -107020.4721, "spin_multiplicity": 6}